Entry 1:
A single C3H6N2O molecule in a non-equilibrium geometry, computed with ωB97M-V/def2-TZVPD.

Each line ends with the Mulliken charge.
Geometry (Å):
1 C -1.8438 0.3250 0.0357  0.356
2 C -1.1068 -0.9620 -0.1458  -0.451
3 C 0.2737 -0.4218 -0.4373  -0.305
4 N 0.0348 0.9714 -0.6972  -0.257
5 N 0.7567 1.8120 0.0179  -0.395
6 O -2.8889 0.6692 0.4502  -0.415
7 H -1.0689 -1.7062 0.7739  0.288
8 H -1.6694 -1.5197 -0.9867  0.208
9 H 0.6906 -0.5834 0.5098  0.250
10 H 0.8819 -1.0286 -1.3008  0.296
11 H 1.1555 1.6958 0.9820  0.196
12 H 0.5063 2.7974 -0.0822  0.230

Cartesian forces (eV/Å) of the 3 atoms listed first:
C 1.5 0.9 0.2
C -1.4 -3.1 -0.3
C 0.5 -1.7 -2.3

The value obtained for the energy is -8231.5334 eV. The relative energy (zero: lowest compared OMol25 entry of this formula, charge and spin) comes out at 119.1 kcal/mol. The largest force on an atom is 0.0709 hartree/bohr. As for the gap between HOMO and LUMO (alpha / beta): 7.72 / 7.84 eV.


Entry 2:
8 unconnected molecules or ions with the total composition C20H38ClN4O14 in a non-equilibrium geometry, computed with ωB97M-V/def2-TZVPD.

Each line ends with the Löwdin spin population.
Geometry (Å):
1 Cl 14.3562 -21.5941 11.8798  0.000
2 O 15.2746 -22.7055 11.8538  0.000
3 O 14.1406 -21.4470 13.3360  0.001
4 O 14.8065 -20.4754 11.1200  0.000
5 O 13.1405 -22.0417 11.2795  0.000
6 O 9.2214 -18.5561 11.3633  0.000
7 C 10.0732 -19.2062 10.7285  0.000
8 N 10.0634 -20.5182 10.6910  0.000
9 C 11.1691 -18.5847 9.8287  0.000
10 H 10.7964 -21.1785 10.4744  0.000
11 H 9.2488 -20.9640 11.0883  0.000
12 H 12.1361 -18.6658 10.3250  0.000
13 H 11.0040 -17.5187 9.6724  0.000
14 H 11.1296 -18.9995 8.8215  0.000
15 O 19.9518 -19.8960 12.3370  0.000
16 C 19.1735 -19.6058 13.2322  0.000
17 N 19.6730 -19.5729 14.4522  0.001
18 C 17.6579 -19.3949 12.9193  0.000
19 H 20.6302 -19.8350 14.6400  0.000
20 H 19.1648 -19.0502 15.1512  0.000
21 H 17.1090 -20.3307 13.0243  0.000
22 H 17.4458 -18.9761 11.9355  0.000
23 H 17.2416 -18.7285 13.6748  0.000
24 O 17.8442 -25.2229 15.4958  0.733
25 C 17.4107 -24.2008 15.0375  0.110
26 N 16.0969 -23.9752 14.9201  0.045
27 C 18.2680 -22.9997 14.7219  0.091
28 H 15.5533 -24.7696 15.2259  0.001
29 H 15.7582 -23.1438 14.4574  0.004
30 H 18.8852 -22.6538 15.5510  0.000
31 H 17.5780 -22.2302 14.3756  0.011
32 H 19.0051 -23.2600 13.9623  0.000
33 O 17.3320 -22.0843 8.0115  0.000
34 C 18.1672 -21.6999 8.8288  0.000
35 N 17.9017 -21.4838 10.0854  0.000
36 C 19.5508 -21.4768 8.3848  0.000
37 H 16.9292 -21.5106 10.3565  0.000
38 H 18.6763 -21.2789 10.7003  0.000
39 H 19.4332 -21.0042 7.4096  0.000
40 H 20.0014 -22.4675 8.4453  0.000
41 H 20.0102 -20.7009 8.9971  0.000
42 O 11.8622 -18.8881 16.4643  0.000
43 C 12.2930 -18.5949 15.3833  0.000
44 O 11.5447 -18.6623 14.3221  0.000
45 C 12.3429 -18.4204 13.1141  0.000
46 C 13.5139 -17.6094 13.6672  0.000
47 C 13.7138 -18.2168 15.0499  0.000
48 H 11.7434 -17.8042 12.4441  0.000
49 H 12.6602 -19.3535 12.6485  0.000
50 H 13.3115 -16.5414 13.7488  0.000
51 H 14.3920 -17.6370 13.0219  0.000
52 H 14.0698 -17.4664 15.7558  0.000
53 H 14.4626 -19.0088 15.0342  0.000
54 O 12.7722 -26.0915 10.2846  0.000
55 C 13.8674 -25.9194 9.7344  0.000
56 O 14.8406 -26.8411 9.8675  0.000
57 C 16.0476 -26.4228 9.2735  0.000
58 C 15.8484 -24.9278 9.1129  0.000
59 C 14.3638 -24.7110 8.9691  0.000
60 H 16.1986 -26.9311 8.3211  0.000
61 H 16.9278 -26.5898 9.8942  0.000
62 H 16.5154 -24.3991 8.4320  0.000
63 H 16.1149 -24.4442 10.0527  0.000
64 H 14.2004 -24.8187 7.8968  0.000
65 H 14.0702 -23.7487 9.3884  0.000
66 O 13.1126 -25.4505 15.5241  0.002
67 C 12.4712 -24.5113 15.1419  0.000
68 O 12.1425 -23.5694 16.0275  0.000
69 C 11.4679 -22.4699 15.3723  0.000
70 C 10.9753 -23.0687 14.0768  0.000
71 C 12.0105 -24.1945 13.7398  0.000
72 H 12.1246 -21.6064 15.2660  0.000
73 H 10.5791 -22.2387 15.9594  0.000
74 H 10.9342 -22.2979 13.3073  0.000
75 H 10.0525 -23.6346 14.2048  0.000
76 H 12.9030 -23.9117 13.1817  0.000
77 H 11.5728 -25.0411 13.2108  0.000

Cartesian forces (eV/Å) of the 3 atoms listed first:
Cl -1.4 -2.8 1.1
O 1.7 -0.2 -0.8
O 0.1 1.8 -0.7

The value obtained for the energy is -68495.0799 eV. The largest force on an atom is 0.1131 hartree/bohr. As for the gap between HOMO and LUMO (alpha / beta): 7.99 / 2.56 eV. The multiplicity is 2.


Entry 3:
A molecular structure, C43H29N8O9PRuS in a non-equilibrium geometry, computed with ωB97M-V/def2-TZVPD.

Each line ends with the Löwdin spin population.
Geometry (Å):
1 Ru -0.2827 -0.4786 -0.4738  3.880
2 C 0.4800 0.2270 3.9511  0.002
3 C 0.3798 -0.4181 2.7285  0.016
4 N -0.4001 0.0661 1.7636  0.089
5 C -1.0954 1.1832 2.0153  0.014
6 C -0.8928 1.8637 3.2131  0.001
7 N -0.1210 1.3864 4.1783  0.006
8 C -2.1282 1.5877 1.0282  0.009
9 C -3.2246 2.3069 1.4611  0.003
10 C -4.2678 2.5732 0.5780  0.003
11 C -4.1451 2.0759 -0.7081  0.002
12 C -3.0154 1.3639 -1.0905  0.012
13 N -2.0050 1.1235 -0.2320  0.091
14 C -2.9345 0.8710 -2.4890  0.001
15 C -3.9249 0.0406 -2.9971  0.001
16 N -3.8714 -0.4279 -4.2361  0.000
17 C -2.8163 -0.0612 -4.9528  0.001
18 C -1.8436 0.7973 -4.4523  0.000
19 N -1.9024 1.2778 -3.2172  0.000
20 C -5.4573 3.3386 1.0061  0.000
21 C -5.3415 4.4046 1.8917  0.001
22 C -6.4871 5.0954 2.2558  0.000
23 N -7.7016 4.7891 1.8121  0.001
24 C -7.8069 3.7661 0.9705  0.000
25 C -6.7248 3.0163 0.5345  0.001
26 H 1.0790 -0.1981 4.7465  0.000
27 H 0.9211 -1.3303 2.5290  0.002
28 H -1.3682 2.8194 3.3919  0.001
29 H -3.3038 2.6070 2.4954  0.001
30 H -4.9079 2.2642 -1.4511  0.000
31 H -4.7712 -0.2613 -2.3885  0.000
32 H -2.7411 -0.4543 -5.9589  0.000
33 H -1.0005 1.0974 -5.0616  0.000
34 H -4.3784 4.7202 2.2713  0.000
35 H -6.4222 5.9376 2.9348  0.000
36 H -8.8066 3.5287 0.6261  0.000
37 H -6.8820 2.1840 -0.1387  0.000
38 O 0.5378 0.4797 -2.3018  0.151
39 S 1.3739 -0.6254 -2.8795  0.017
40 O 1.0932 -0.9598 -4.2336  0.021
41 O 1.2848 -1.7275 -1.8831  0.095
42 C 2.9995 0.0228 -2.7181  0.002
43 C 3.8240 0.1609 -3.8166  0.002
44 C 5.0704 0.7521 -3.6488  -0.001
45 C 5.4586 1.2107 -2.4009  0.003
46 C 4.6155 1.0701 -1.3043  0.004
47 C 3.3774 0.4601 -1.4489  0.018
48 P 2.3077 0.2187 0.0138  0.123
49 C 2.2150 1.8734 0.7448  0.014
50 C 2.5166 2.1961 2.0643  0.009
51 C 2.2844 3.4817 2.5372  0.001
52 C 1.7485 4.4476 1.6997  0.009
53 C 1.4367 4.1296 0.3830  -0.001
54 C 1.6631 2.8498 -0.0940  0.010
55 C 3.2365 -0.9193 1.0729  0.018
56 C 2.8320 -2.2549 1.0725  0.004
57 C 3.5087 -3.1927 1.8369  0.000
58 C 4.5979 -2.8049 2.6049  0.001
59 C 5.0216 -1.4834 2.5920  0.001
60 C 4.3494 -0.5437 1.8246  0.005
61 H 3.4860 -0.1840 -4.7844  0.000
62 H 5.7311 0.8645 -4.4974  0.000
63 H 6.4223 1.6854 -2.2752  0.000
64 H 4.9307 1.4483 -0.3396  0.000
65 H 2.9293 1.4527 2.7325  0.000
66 H 2.5255 3.7251 3.5636  0.000
67 H 1.5777 5.4498 2.0698  0.001
68 H 1.0195 4.8797 -0.2758  0.000
69 H 1.4133 2.6070 -1.1220  0.000
70 H 2.0046 -2.5681 0.4446  0.002
71 H 3.1936 -4.2280 1.8285  0.000
72 H 5.1245 -3.5352 3.2044  0.000
73 H 5.8817 -1.1837 3.1756  0.000
74 H 4.7025 0.4792 1.8126  0.000
75 O -1.8105 -3.2431 -3.0786  0.036
76 C -1.3789 -2.8870 -2.0194  0.023
77 O -1.4840 -1.6353 -1.5714  0.263
78 C -0.6481 -3.8334 -1.1047  0.010
79 C -0.6130 -3.6595 0.2688  0.010
80 C 0.1258 -4.5452 1.0392  0.002
81 C 0.8257 -5.6016 0.4974  0.000
82 C 0.7573 -5.7449 -0.8777  0.004
83 C 0.0331 -4.8988 -1.6881  0.000
84 N 1.5167 -6.8579 -1.4993  0.000
85 O 2.1458 -7.5751 -0.7517  0.001
86 O 1.4545 -6.9625 -2.7017  0.000
87 N 0.1947 -4.3249 2.4965  0.000
88 O 0.8550 -5.0950 3.1513  0.000
89 O -0.3718 -3.3383 2.9357  0.000
90 H -1.1846 -2.8861 0.7667  0.004
91 H 1.3968 -6.2858 1.1059  0.000
92 H 0.0023 -5.0434 -2.7588  0.000

Cartesian forces (eV/Å) of the 3 atoms listed first:
Ru 0.4 0.4 -0.9
C 0.0 0.0 0.0
C 0.0 0.0 0.0

The value obtained for the energy is -98103.9087 eV. The largest force on an atom is 0.0205 hartree/bohr. As for the gap between HOMO and LUMO (alpha / beta): 7.52 / 6.66 eV. The total charge is +1. The multiplicity is 6.


Entry 4:
A single C5H8N2O molecule in a non-equilibrium geometry, computed with ωB97M-V/def2-TZVPD.

Each line ends with the Mulliken charge.
Geometry (Å):
1 C 2.7192 1.1008 0.0968  -0.760
2 N 1.4034 0.4756 0.0608  -0.231
3 C 1.1474 -0.7437 -0.1591  -0.049
4 C -0.2371 -1.1020 -0.2297  -0.740
5 C -1.1967 -0.1797 0.0324  0.917
6 C -2.5787 -0.6777 0.1204  -1.350
7 N -1.0601 1.1307 -0.2239  -0.006
8 O -1.8050 2.0230 0.1561  -0.403
9 H 2.9106 1.9892 -0.6551  0.265
10 H 3.0089 1.3476 1.1644  0.261
11 H 3.5971 0.4606 -0.1373  0.269
12 H 1.8557 -1.4933 -0.5654  0.312
13 H -0.6915 -2.0409 -0.3745  0.402
14 H -2.6547 -1.5558 0.6980  0.393
15 H -3.1554 -0.0071 0.7485  0.416
16 H -3.2631 -0.7274 -0.7324  0.305

Cartesian forces (eV/Å) of the 3 atoms listed first:
C 1.9 0.2 -0.4
N 0.8 1.1 1.0
C 0.7 -0.3 -1.9

The value obtained for the energy is -10337.3364 eV. The relative energy (zero: lowest compared OMol25 entry of this formula, charge and spin) comes out at 124.3 kcal/mol. The largest force on an atom is 0.0659 hartree/bohr. As for the gap between HOMO and LUMO (alpha / beta): 7.52 / 7.54 eV.


Entry 5:
2 unconnected molecules or ions with the total composition C7H10N2O2 in a non-equilibrium geometry, computed with ωB97M-V/def2-TZVPD.

Each line ends with the Mulliken charge.
Geometry (Å):
1 C 2.4372 -0.7877 0.5514  -1.407
2 C 1.0145 -0.6354 0.0231  0.690
3 C 0.0459 -1.4389 0.3971  -0.302
4 C -0.8329 -2.3128 0.6666  0.549
5 O -1.7004 -3.0857 0.8000  -0.514
6 C 0.7035 0.4394 -0.9065  -0.959
7 C -0.5339 1.3178 -0.5899  -0.582
8 N -0.4728 1.8255 0.7775  -0.304
9 C 0.7426 2.3023 1.0925  0.403
10 N 1.6785 2.9136 1.4768  -0.515
11 H 2.3881 -1.5672 1.1982  0.486
12 H 2.8272 0.2156 1.0649  0.290
13 H 3.1125 -0.8997 -0.3659  0.295
14 H 1.5312 1.2143 -0.8235  0.446
15 H 0.9337 0.0343 -1.8675  0.546
16 H -0.7363 2.3409 -1.1955  0.283
17 H -1.4732 0.6868 -0.7306  0.261
18 H -0.9426 1.1289 1.4538  0.346
19 O -3.2409 -1.1202 -1.1264  -0.579
20 H -3.4836 -1.7409 -0.4086  0.307
21 H -3.9983 -0.8311 -1.4871  0.259

Cartesian forces (eV/Å) of the 3 atoms listed first:
C 0.5 4.3 -2.6
C 0.6 -0.2 1.4
C -0.4 -0.7 0.5

The value obtained for the energy is -14492.3752 eV. The relative energy (zero: lowest compared OMol25 entry of this formula, charge and spin) comes out at 108.0 kcal/mol. The largest force on an atom is 0.1028 hartree/bohr. As for the gap between HOMO and LUMO: 8.35 eV.


Entry 6:
2 unconnected molecules or ions with the total composition C4H14N2O in a non-equilibrium geometry, computed with ωB97M-V/def2-TZVPD.

Each line ends with the Mulliken charge.
Geometry (Å):
1 C 2.6055 -0.8771 0.9771  -0.780
2 N 1.6938 0.3971 0.8517  -0.274
3 C 0.3269 0.7615 1.1772  -0.387
4 C -0.5319 1.3696 0.0767  -0.705
5 N -1.4499 0.4362 -0.6132  -0.155
6 C -1.5818 0.7009 -2.0468  -0.992
7 H 2.8262 -1.1758 1.9839  0.274
8 H 3.5115 -0.6169 0.5340  0.301
9 H 1.9942 -1.6445 0.4657  0.233
10 H 2.3678 1.2040 0.7729  0.174
11 H -0.0920 -0.2873 1.8064  0.235
12 H 0.4210 1.5231 2.0224  0.312
13 H -1.1027 2.1135 0.6668  0.290
14 H 0.0317 2.0536 -0.5601  0.364
15 H -2.3933 0.3132 -0.3284  0.214
16 H -0.5502 0.9402 -2.4414  0.316
17 H -1.6588 -0.2356 -2.7111  0.289
18 H -2.2363 1.4594 -2.4633  0.314
19 O -1.4897 -2.9093 0.2994  -0.626
20 H -1.9480 -3.1591 -0.4733  0.301
21 H -0.7441 -2.3668 0.0033  0.302

Cartesian forces (eV/Å) of the 3 atoms listed first:
C -4.7 1.4 0.1
N 3.8 0.4 -1.1
C 1.0 -2.9 3.6

The value obtained for the energy is -9399.8544 eV. The relative energy (zero: lowest compared OMol25 entry of this formula, charge and spin) comes out at 86.5 kcal/mol. The largest force on an atom is 0.0958 hartree/bohr. As for the gap between HOMO and LUMO: 8.97 eV.